Below is C34H37BrF11N2O4PbS2SbSi as an isolated structure, with properties calculated with the ωB97M-V functional and the def2-TZVPD basis.

Last column: Mulliken spin population.
Positions of all 94 atoms, in Å:
1 Pb -0.835 1.210 -1.061  0.021
2 S -1.256 -1.824 -4.949  0.008
3 C -1.276 -2.797 -3.538  0.003
4 C -1.247 -2.100 -2.367  0.001
5 C -1.164 -0.693 -2.571  0.024
6 C -1.168 -0.373 -3.905  0.022
7 C -1.139 0.975 -4.461  0.015
8 C -1.470 1.242 -5.796  0.002
9 C -1.429 2.560 -6.253  -0.001
10 C -1.161 3.592 -5.355  0.002
11 C -0.956 3.245 -4.025  -0.002
12 N -0.844 1.979 -3.620  0.023
13 H -1.290 -3.870 -3.638  0.000
14 H -1.272 -2.533 -1.381  -0.013
15 H -1.648 0.414 -6.473  0.000
16 H -1.596 2.751 -7.298  0.000
17 H -1.119 4.617 -5.676  0.000
18 H -0.837 4.012 -3.281  0.001
19 O -0.979 3.633 -0.254  -0.004
20 C -1.116 4.207 0.821  -0.001
21 C -0.883 3.642 2.146  0.004
22 C -1.108 4.404 3.265  0.000
23 C -1.049 3.802 4.497  0.001
24 C -0.771 2.463 4.692  0.008
25 C -0.498 1.717 3.594  0.012
26 C -0.429 2.255 2.289  -0.016
27 O 0.095 1.566 1.363  -0.002
28 N -1.208 4.634 5.633  0.000
29 O -1.367 5.882 5.460  0.000
30 O -1.141 4.124 6.788  0.000
31 H -1.495 5.246 0.813  0.000
32 H -1.316 5.475 3.216  0.000
33 H -0.741 2.078 5.697  0.000
34 H -0.299 0.652 3.664  -0.003
35 F -8.048 -1.209 -0.684  0.009
36 C -6.732 -1.008 -0.527  0.112
37 C -5.838 -2.041 -0.782  -0.031
38 F -6.292 -3.226 -1.218  -0.003
39 C -4.476 -1.849 -0.548  0.058
40 F -3.614 -2.889 -0.769  0.005
41 C -3.977 -0.623 -0.053  -0.025
42 S -2.331 -0.527 0.525  0.708
43 C -4.922 0.396 0.206  0.085
44 F -4.522 1.530 0.777  0.007
45 C -6.278 0.237 -0.048  -0.033
46 F -7.127 1.227 0.233  -0.003
47 F -3.043 2.046 -1.592  -0.003
48 Sb -4.201 3.639 -2.010  -0.001
49 F -4.122 4.007 -0.131  0.000
50 F -2.717 4.836 -2.230  0.000
51 F -5.487 5.029 -2.323  0.000
52 F -3.986 3.195 -3.859  0.000
53 F -5.632 2.369 -1.902  0.001
54 C 3.220 -2.961 -1.885  0.000
55 C 4.005 -2.581 -0.635  0.002
56 C 4.622 -3.820 -0.032  0.000
57 C 5.146 -1.675 -1.050  0.000
58 Si 2.858 -1.657 0.645  -0.003
59 Br 1.905 -0.116 -0.745  0.000
60 C 3.801 -0.597 1.970  0.000
61 C 4.446 0.617 1.299  0.000
62 C 4.926 -1.384 2.632  0.000
63 C 2.831 -0.084 3.032  -0.001
64 C 1.521 -2.826 1.410  0.003
65 C 2.074 -3.669 2.553  0.000
66 C 0.942 -3.731 0.325  0.000
67 C 0.403 -2.004 2.029  0.000
68 H 3.912 -3.523 -2.554  0.000
69 H 2.859 -2.079 -2.426  0.000
70 H 2.361 -3.613 -1.717  0.000
71 H 5.291 -4.286 -0.796  0.000
72 H 3.901 -4.591 0.257  0.000
73 H 5.261 -3.602 0.830  0.000
74 H 5.737 -2.182 -1.842  0.000
75 H 5.852 -1.468 -0.237  0.000
76 H 4.829 -0.718 -1.491  0.000
77 H 5.229 0.354 0.574  0.000
78 H 4.950 1.237 2.070  0.000
79 H 3.705 1.235 0.802  0.000
80 H 5.714 -1.702 1.937  0.000
81 H 4.561 -2.269 3.170  0.000
82 H 5.407 -0.755 3.395  0.000
83 H 2.010 0.486 2.594  0.000
84 H 3.391 0.572 3.730  0.000
85 H 2.435 -0.908 3.637  0.000
86 H 2.866 -4.361 2.236  0.000
87 H 1.251 -4.254 2.986  0.000
88 H 2.493 -3.059 3.357  0.000
89 H 1.654 -4.490 -0.032  0.000
90 H 0.586 -3.170 -0.550  0.002
91 H 0.082 -4.271 0.749  0.000
92 H 0.743 -1.536 2.958  -0.003
93 H -0.424 -2.685 2.319  -0.004
94 H 0.002 -1.205 1.393  0.010

Properties
Energy   -6919.91229 hartree
Net charge   -1
Kohn-Sham gap (spin up / spin down)   7.209 / 3.939 eV
Spin multiplicity   2
HOMO energy (spin up / spin down)   -5.23 / -5.11 eV